<1>
Entry from OMol25: a cluster of 2 separate species, C3H8N3 in total (ωB97M-V with the def2-TZVPD basis set).

```
! RIJCOSX wB97M-V def2-TZVPD def2/J DEFGRID3
* xyz 1 1
H -2.26 0.55 -0.01
H -0.41 1.11 -1.10
C 0.94 -0.04 0.01
C -0.04 1.02 -0.10
C -1.30 0.27 0.46
H 2.84 0.78 0.10
N 2.23 0.00 0.20
H 2.68 -0.86 -0.01
N 0.34 -1.24 0.10
H 0.20 1.91 0.48
N -0.94 -1.02 -0.04
H -1.53 -1.81 0.25
H -1.32 -0.85 -1.86
H -1.43 0.18 1.53
*
```

## Properties
E_HOMO (alpha / beta) = -13.924 / -14.233 eV


<2>
Entry from OMol25: a cluster of 2 separate species, C3H8N3 in total (ωB97M-V with the def2-TZVPD basis set).

```
! RIJCOSX wB97M-V def2-TZVPD def2/J DEFGRID3
* xyz 1 1
H 1.02 2.53 -0.71
H 1.30 -1.66 1.61
H 0.38 0.84 2.02
H 1.16 1.60 -1.82
H -1.39 1.40 0.53
N 0.20 0.28 1.19
C 0.55 -1.02 1.03
H -0.56 -0.41 -1.69
N 1.33 1.56 -0.83
N -0.13 -1.62 0.05
H -0.40 -2.56 -0.12
C -0.90 -0.53 -0.69
C -0.74 0.60 0.28
H -1.84 -0.99 -0.84
*
```

## Properties
E_HOMO (alpha / beta) = -12.360 / -14.544 eV


<3>
Entry from OMol25: a cluster of 2 separate species, C3H8N3 in total (ωB97M-V with the def2-TZVPD basis set).

```
! RIJCOSX wB97M-V def2-TZVPD def2/J DEFGRID3
* xyz 1 1
H 0.45 -1.00 -0.76
C 0.65 -2.76 0.36
H -0.42 -2.99 -1.61
N -1.06 2.10 0.58
H -1.58 2.76 1.12
C 0.08 -2.80 -0.70
N 0.52 0.33 0.73
H 1.62 0.23 -0.95
H -0.22 1.29 2.27
H -1.20 2.15 -0.42
H 0.02 0.61 -1.31
C -0.25 1.23 1.19
N 0.63 0.07 -0.69
H 1.14 -2.67 1.29
*
```

## Properties
E_HOMO = -14.462 eV


The energy of each structure relative to the most stable one, in eV, is as follows: <1> 0.901; <2> 0.711; <3> 0.000.


<1>
Entry from OMol25: an isolated molecule of C5H8N4 (ωB97M-V with the def2-TZVPD basis set).

```
! RIJCOSX wB97M-V def2-TZVPD def2/J DEFGRID3
* xyz 0 1
C -1.60 1.00 -0.16
H -3.41 -0.79 -0.57
N -1.83 2.18 -0.25
H 0.44 1.27 0.77
N 2.49 1.41 0.17
H 3.19 0.76 -0.15
C 1.32 0.81 0.24
N -0.20 -1.05 0.12
N 0.98 -0.46 -0.10
C -2.64 -1.27 0.10
C 2.21 -1.37 -0.23
H 2.86 -1.34 0.65
H -2.26 -2.25 -0.07
C -1.36 -0.42 0.07
H 2.92 -1.21 -1.13
H 1.73 -2.36 -0.35
H -3.08 -1.15 1.10
*
```

## Properties
E_HOMO = -9.060 eV
SMILES = [H]/N=C\N(C)/N=C(/C)C#N


<2>
Entry from OMol25: an isolated molecule of C5H8N4 (ωB97M-V with the def2-TZVPD basis set).

```
! RIJCOSX wB97M-V def2-TZVPD def2/J DEFGRID3
* xyz 0 1
N -2.17 -0.74 -0.70
H 0.03 1.30 -1.90
N -3.39 -0.65 -0.45
N -1.56 0.25 -0.02
H -0.05 -1.60 2.55
C -0.02 -1.65 1.45
H 1.58 1.47 -0.72
N -3.72 0.43 0.36
C -0.19 0.40 0.01
H 0.15 2.53 -0.65
C 0.55 -0.42 0.82
H -2.45 1.87 1.13
H -1.03 -1.55 1.16
C -2.56 0.96 0.63
C 0.44 1.55 -0.90
H 1.60 -0.20 0.65
H 0.32 -2.60 1.03
*
```

## Properties
E_HOMO = -9.886 eV
SMILES = C/C=C(/C)n1cnnn1


The energy of each structure relative to the most stable one, in eV, is as follows: <1> 0.353; <2> 0.000.


<1>
Entry from OMol25: a structure of composition C4H7N3O2 (ωB97M-V with the def2-TZVPD basis set).

```
! RIJCOSX wB97M-V def2-TZVPD def2/J DEFGRID3
* xyz 0 1
H 2.76 0.28 -1.37
N -1.00 0.99 0.02
H 0.60 2.53 0.19
H -3.14 0.68 0.25
O -3.39 -0.19 -0.03
C -0.98 -0.18 0.04
C 2.43 0.30 -0.29
C -2.12 -0.86 0.10
C 0.92 0.23 0.12
H -2.34 -1.45 0.99
H -2.32 -1.77 -0.51
H 2.87 1.15 0.30
N 0.18 -0.66 -0.20
O 3.03 -1.00 0.21
H 2.27 -1.43 0.02
N 0.23 1.39 0.15
*
```

## Properties
E_HOMO = -9.678 eV


<2>
Entry from OMol25: a cluster of 2 separate species, C4H7N3O2 in total (ωB97M-V with the def2-TZVPD basis set).

```
! RIJCOSX wB97M-V def2-TZVPD def2/J DEFGRID3
* xyz 0 1
H -2.31 0.32 2.16
C -2.58 -0.99 -0.16
N -4.91 0.86 0.97
H -5.81 1.30 1.04
H -4.14 -2.48 -0.58
C -3.36 -2.23 0.14
C -4.83 -0.48 1.01
C -2.87 -0.08 -1.25
O -5.80 -1.20 1.21
H -2.85 -3.06 0.63
H -4.11 1.44 1.16
H -0.76 0.82 1.83
H -1.51 -1.02 0.10
O -1.57 0.89 2.44
N -2.87 0.92 -1.85
N -3.53 -1.04 0.94
*
```

## Properties
E_HOMO = -10.520 eV
SMILES = N#C[C@@H]1CN1C(N)=O.O


The energy of each structure relative to the most stable one, in eV, is as follows: <1> 4.125; <2> 0.000.


<1>
Entry from OMol25: an isolated molecule of C7H8OS (ωB97M-V with the def2-TZVPD basis set).

```
! RIJCOSX wB97M-V def2-TZVPD def2/J DEFGRID3
* xyz 0 1
H 0.33 -3.03 1.05
H 2.78 -0.13 -0.37
C 1.71 0.12 -0.05
H 1.78 1.99 -1.00
C 0.97 -0.83 0.56
C -1.11 0.24 -0.03
H -0.92 2.19 -0.77
H -0.43 0.24 1.86
C -1.10 -0.72 -1.14
H -0.91 -1.47 1.32
O -0.74 -1.87 -0.98
H -2.12 0.39 0.28
C -0.29 1.43 -0.50
C -0.40 -0.49 1.09
S 1.58 -2.53 0.82
H -1.29 -0.26 -2.10
C 1.07 1.32 -0.55
*
```

## Properties
E_HOMO = -7.975 eV
SMILES = O=C[C@@H]1C=CC=C(S)C1


<2>
Entry from OMol25: an isolated molecule of C7H8OS (ωB97M-V with the def2-TZVPD basis set).

```
! RIJCOSX wB97M-V def2-TZVPD def2/J DEFGRID3
* xyz 0 1
C 0.78 -2.26 0.58
H 0.56 -0.64 -1.96
C 0.39 -0.29 -1.03
H 0.77 3.08 1.23
H -1.67 -1.02 -1.18
H -0.17 -2.09 1.03
H -2.61 0.87 -0.03
C -1.63 0.82 -0.13
C -0.93 1.91 0.41
C -1.09 -0.23 -0.78
S 2.77 -0.35 0.29
O -1.49 3.09 1.00
H 0.80 -2.98 -0.16
C 0.00 2.83 0.58
C 1.32 -1.08 -0.07
H 0.72 0.68 -1.16
H 1.45 -2.36 1.39
*
```

## Properties
E_HOMO (alpha / beta) = -8.029 / -8.031 eV
SMILES = CC(=S)C/C=C\C1=CO1


The energy of each structure relative to the most stable one, in eV, is as follows: <1> 0.000; <2> 3.918.


<1>
Entry from OMol25: an isolated molecule of C7H8OS (ωB97M-V with the def2-TZVPD basis set).

```
! RIJCOSX wB97M-V def2-TZVPD def2/J DEFGRID3
* xyz 0 1
H 0.12 0.52 2.52
C -0.01 0.10 1.43
H 1.83 -0.01 -2.10
H 1.13 -1.47 2.11
C -1.69 0.03 -0.50
C 0.56 1.13 -0.67
O 0.59 -2.72 -0.68
C 0.62 -1.85 0.11
H -1.39 -0.96 -0.70
H -2.62 0.02 0.17
S 2.23 1.21 0.06
H 0.31 1.83 -1.37
H -1.04 1.87 0.65
C 1.37 0.11 -1.13
H -1.91 0.48 -1.46
C 0.60 -1.12 1.32
C -0.69 0.83 0.25
*
```

## Properties
E_HOMO (alpha / beta) = -7.288 / -7.286 eV


<2>
Entry from OMol25: an isolated molecule of C7H8OS (ωB97M-V with the def2-TZVPD basis set).

```
! RIJCOSX wB97M-V def2-TZVPD def2/J DEFGRID3
* xyz 0 1
C 3.01 -0.69 -2.07
O 2.19 -1.63 -4.23
C 1.70 0.09 0.12
H 2.27 0.00 0.97
C 2.46 -0.29 -1.08
S 3.53 -1.40 -3.61
H 1.53 1.16 0.03
H -0.05 -0.52 1.24
H -1.02 1.42 -1.32
C 0.43 -0.79 0.24
H 0.68 -1.80 0.17
C -1.13 0.77 -0.47
C -0.86 -1.38 -1.75
H -0.86 -2.38 -2.13
H -2.17 0.74 -0.22
H -0.49 1.28 0.29
C -0.62 -0.53 -0.84
*
```

## Properties
E_HOMO (alpha / beta) = -8.759 / -8.017 eV


The energy of each structure relative to the most stable one, in eV, is as follows: <1> 0.000; <2> 1.977.


<1>
Entry from OMol25: a structure of composition C21H26AsF6N4O4PtSeSi2 (ωB97M-V with the def2-TZVPD basis set).

```
! RIJCOSX wB97M-V def2-TZVPD def2/J DEFGRID3
* xyz 1 1
H 1.80 -0.19 4.45
Pt -0.13 0.90 -0.98
H 1.13 3.12 1.90
O -1.67 -5.62 -4.88
H -2.38 0.73 4.46
H -3.06 -0.71 0.42
H -4.00 -0.42 1.90
H -2.37 -2.42 3.52
C -3.11 -0.12 1.34
H 2.08 2.39 -2.58
H -3.21 0.93 1.06
N -0.01 -4.58 -3.72
As 0.37 0.04 1.10
C 0.16 -2.37 -0.17
C -1.45 -2.12 3.02
F -2.70 7.71 -1.24
N 2.43 -0.64 -1.78
C -1.82 -5.52 -2.51
H 0.45 -4.36 -4.59
Si 2.26 0.94 2.28
C -1.35 5.81 -0.98
O -0.58 -1.83 -0.95
F -4.80 6.16 -1.99
H 2.70 -1.25 3.35
Se -2.19 1.71 -1.60
H 4.52 1.50 1.57
O 1.61 -3.41 -2.60
F -0.32 6.57 -0.61
C -1.21 -5.28 -3.82
N -0.03 -4.45 -1.41
C -1.52 0.88 3.80
F -2.98 -6.17 -2.49
H -1.26 -2.83 2.21
H 1.63 -3.89 -0.32
C -2.26 3.61 -1.44
H 3.53 0.06 4.20
Si -1.63 -0.37 2.42
F -0.02 3.93 -0.74
H -0.62 0.75 4.40
H 3.40 1.65 0.21
C 3.66 1.03 1.08
C 1.57 2.60 2.76
H 2.08 -1.46 -1.30
H -0.63 -2.21 3.74
C 3.54 -0.52 -2.52
C 0.60 -4.10 -2.59
C -1.21 4.44 -1.05
O 0.83 -1.75 0.82
H 0.82 2.53 3.55
H 3.97 0.05 0.73
C -3.47 4.23 -1.74
H -1.57 1.90 3.43
C -3.63 5.60 -1.69
H 2.40 3.21 3.13
C 3.58 0.78 -2.98
C 0.54 -3.84 -0.24
C -2.56 6.40 -1.30
H 0.26 -4.35 0.68
H 4.33 1.22 -3.61
N 1.74 0.52 -1.73
C 2.44 1.39 -2.46
C -1.24 -5.11 -1.38
H -1.68 -5.29 -0.41
C 2.59 -0.22 3.70
H 4.18 -1.37 -2.68
F -4.52 3.50 -2.11
*
```

## Properties
E_HOMO (alpha / beta) = -11.134 / -11.133 eV


<2>
Entry from OMol25: a structure of composition C21H26AsF6N4O4PtSeSi2 (ωB97M-V with the def2-TZVPD basis set).

```
! RIJCOSX wB97M-V def2-TZVPD def2/J DEFGRID3
* xyz 1 1
H -0.26 3.04 3.27
H 2.60 -0.57 4.68
H -0.12 -2.77 4.85
C -3.85 -4.41 -1.53
H -3.15 -4.44 0.45
F -1.15 6.19 -0.48
F -4.67 2.40 -2.01
F -0.59 3.68 0.00
C -2.01 -0.22 4.93
Se -2.38 1.03 -0.76
H 2.95 0.92 5.58
N -1.57 -4.12 -0.93
H 4.42 0.95 -2.20
F -5.12 -4.60 -1.19
C -0.87 -2.95 4.08
H -1.15 -0.07 5.60
F -5.18 4.98 -2.53
H 1.78 -1.57 -0.10
C 3.58 0.55 -1.64
C -3.18 5.61 -1.50
H -1.63 -3.62 4.51
C 3.40 -0.75 -1.23
O 0.48 -2.16 1.33
H 4.00 -1.63 -1.37
O -4.32 -4.35 -3.86
H -1.89 -3.93 -4.12
H 1.37 0.13 5.75
C 0.34 2.70 4.12
C -0.36 -2.42 0.39
C -3.78 3.31 -1.64
O -0.03 -3.58 -2.51
H -2.36 0.75 4.58
H -2.81 -0.68 5.52
Si 1.51 1.37 3.62
C -1.17 -3.89 -2.23
H -0.39 -3.47 3.25
C -4.06 4.64 -1.90
H 2.34 2.33 1.53
H -2.72 -1.98 1.41
As 0.24 -0.31 2.37
C -2.91 -4.33 -0.60
H 2.22 2.30 -1.28
N 1.65 0.43 -0.53
O -1.01 -1.60 -0.30
H 0.92 3.55 4.50
H 3.41 1.04 2.11
H 0.37 -4.30 -0.26
C -0.57 -3.90 0.09
N 2.23 -0.79 -0.56
N -2.18 -4.04 -3.16
H -3.82 -2.08 2.81
C -2.01 5.26 -0.86
C 2.16 0.37 5.04
C 2.47 1.25 -1.17
H 3.46 2.64 2.87
H -3.41 -0.51 2.10
C -2.61 2.91 -1.00
C -1.73 3.93 -0.62
H -0.34 2.37 4.91
Pt -0.33 0.54 0.32
Si -1.60 -1.35 3.52
F -3.45 6.88 -1.73
H -0.86 -4.40 1.01
C 2.80 1.89 2.42
C -3.01 -1.50 2.35
C -3.54 -4.28 -2.95
*
```

## Properties
E_HOMO (alpha / beta) = -11.117 / -11.104 eV


The energy of each structure relative to the most stable one, in eV, is as follows: <1> 0.000; <2> 2.301.